# 1
This record from the OMol25 dataset describes a structure of composition C30H47F3N4Ru. The level of theory is wB97M-V/def2-TZVPD.

Properties
⟨S²⟩   6.0147
Gap between HOMO and LUMO (alpha / beta)   1.17 / 5.40 eV
Net charge   -2
F_max   1.4 eV/A
Spin multiplicity   5
HOMO (alpha / beta)   2.8 / -1.5 eV

Geometry as XYZ:
```
85
Properties=species:S:1:pos:R:3:forces:R:3:mulliken_spin:R:1
Ru -0.285910 0.225834 -0.202780 0.4 0.0 -0.1 2.308
C -0.859853 -1.357005 3.421192 -0.3 -0.4 0.4 0.027
C -1.164128 -0.220504 1.511164 -0.2 0.6 -0.3 0.653
N -0.428285 -0.294099 2.661223 -0.1 -0.4 0.2 -0.054
H -2.587399 -2.699857 3.064076 0.1 0.1 0.2 0.009
N -2.166248 -1.125702 1.665479 -0.3 -0.4 0.7 0.025
H -0.352481 -1.663657 4.319088 -0.2 -0.1 0.0 0.009
C 0.261787 -1.651569 -0.807530 0.1 0.6 0.2 -0.018
C 0.107805 -1.963422 -2.168288 0.2 -1.4 0.1 -0.159
C 0.166166 -3.307069 -2.572598 0.0 0.5 0.0 0.090
C 0.449847 -4.330238 -1.663464 -0.1 0.3 0.3 -0.066
C 0.700489 -3.993123 -0.332874 0.0 0.3 0.2 0.024
C 0.589430 -2.668319 0.109099 0.2 -0.5 -1.1 -0.044
H -0.044301 -1.164695 -2.894450 -0.1 -0.3 0.1 -0.001
H -0.010272 -3.571898 -3.614748 0.0 0.0 0.0 0.032
H 0.985933 -4.775053 0.372834 -0.1 0.0 -0.1 0.011
H 0.801442 -2.415769 1.146122 -0.2 -0.2 -0.1 -0.006
C 0.501688 -5.763693 -2.099298 0.1 -0.1 -0.1 0.010
H 0.414702 -6.425892 -1.232732 0.0 0.0 -0.1 0.004
H 1.450537 -5.987376 -2.599600 -0.1 -0.1 0.0 -0.001
H -0.303380 -5.982187 -2.806782 0.0 -0.1 0.1 -0.002
C 0.841935 0.426393 2.799728 -0.4 -0.1 -0.4 -0.017
C 1.188469 0.511717 4.272823 0.2 0.3 0.2 0.011
C 1.931385 -0.310662 2.042243 0.6 0.0 0.0 -0.066
H 1.362366 -0.476491 4.708791 0.0 0.1 0.0 0.003
H 2.112255 1.093078 4.363131 -0.1 -0.1 0.1 0.000
H 0.398404 1.023518 4.832425 0.1 -0.1 0.0 0.001
H 1.617330 2.313107 2.145083 -0.2 0.0 0.0 -0.009
H -0.014863 2.390496 2.857050 0.0 0.0 -0.2 -0.039
H 1.718305 -0.351387 0.954375 0.0 -0.1 0.5 0.064
C 0.641671 1.809020 2.199087 0.4 0.7 0.3 -0.009
H 2.038141 -1.327423 2.439112 0.1 0.1 -0.1 0.000
H 2.882440 0.220795 2.179953 -0.1 -0.1 0.0 -0.007
H 0.191762 1.780610 1.173504 0.4 0.2 0.8 0.096
C -1.960315 -1.860997 2.809781 0.2 -0.2 0.4 -0.009
C -2.919596 -2.926791 0.264667 0.1 -0.2 -0.5 0.019
H -3.216480 -3.604099 1.077925 0.1 0.0 -0.2 0.000
H -3.497201 -3.165644 -0.637159 0.1 -0.1 0.2 -0.006
C -3.187465 -1.480346 0.662597 0.7 0.0 0.5 -0.094
H -3.631054 -0.905114 -1.354422 -0.1 0.1 0.1 -0.002
C -4.545336 -1.368763 1.339343 -0.4 0.1 -0.2 0.016
H -4.704655 -0.347693 1.704442 0.0 -0.2 0.0 0.001
H -1.850929 -3.070243 0.050366 -0.4 0.0 0.0 0.011
H -1.996554 -0.442246 -0.868914 -1.0 -0.2 0.0 -0.133
H -4.634914 -2.071723 2.177797 0.0 0.2 -0.2 0.004
H -5.318434 -1.603257 0.597882 0.0 0.0 0.2 0.001
C -3.062362 -0.516778 -0.501280 0.1 -0.1 -0.5 0.271
H -3.430663 0.474212 -0.223448 0.2 -0.1 -0.2 0.001
C 2.082319 2.850766 -7.480110 0.0 0.2 -0.3 -0.260
N 2.071745 2.420914 -6.169257 -0.4 -0.1 -0.4 0.402
H 0.500744 2.731954 -8.981070 0.1 -0.1 -0.1 0.616
N 0.164291 1.938092 -6.985773 0.8 0.2 0.0 0.991
H 2.917727 3.345840 -7.929105 0.0 -0.1 -0.2 0.311
C 3.116257 2.763457 -5.209603 -0.3 0.0 0.1 -2.129
C 4.347870 3.209103 -5.960136 0.5 0.2 0.0 1.090
C 2.615884 3.915858 -4.351686 0.0 0.2 0.2 0.405
H 4.160141 4.119566 -6.532911 0.1 -0.1 0.0 -0.120
H 5.119298 3.443177 -5.223642 0.1 0.0 -0.1 0.031
H 4.731591 2.430440 -6.623029 0.0 0.0 0.0 -0.105
H 4.243204 1.863612 -3.653313 -0.1 -0.1 0.0 -0.002
H 3.767733 0.725076 -4.932124 -0.1 0.0 0.0 -0.009
H 1.748732 3.612350 -3.755703 0.1 0.1 -0.2 0.086
C 3.431166 1.574294 -4.332128 0.3 -0.2 0.3 0.287
H 2.360359 4.765844 -4.995451 -0.1 -0.1 0.2 -0.019
H 3.426314 4.217166 -3.681624 -0.1 0.1 0.1 -0.004
H 2.565805 1.292171 -3.734426 0.0 -0.1 -0.2 0.065
C 0.880309 2.549058 -7.996803 0.2 0.2 -0.2 -0.255
C -2.037961 2.746832 -6.382252 -0.2 0.2 0.0 1.141
H -1.851919 3.709141 -6.874282 0.0 -0.1 0.2 -0.147
H -3.104663 2.513559 -6.465780 0.0 0.1 0.1 -0.020
C -1.259035 1.648838 -7.094314 -0.1 0.0 0.1 -4.989
H -2.657555 0.163076 -6.512995 0.2 -0.1 0.0 0.021
C -1.646783 1.655726 -8.560720 -0.4 -0.1 -0.2 2.575
H -1.082311 0.919552 -9.143421 0.0 0.1 0.0 -0.251
H -1.764393 2.801201 -5.323816 0.0 0.0 -0.1 0.213
H -1.273715 0.297136 -5.400999 0.1 0.0 -0.1 0.131
H -1.508180 2.647904 -9.003926 -0.1 -0.2 0.0 -0.061
H -2.712444 1.412793 -8.626866 0.1 0.0 -0.1 -0.159
C -1.572309 0.315653 -6.451241 -0.3 -0.4 0.0 0.987
H -1.084041 -0.501325 -6.990363 0.1 0.0 0.1 -0.062
C 0.885634 1.856378 -5.837474 -0.3 -0.1 0.4 0.206
F -1.400299 1.712307 -2.504172 0.4 0.4 -0.1 0.020
C -0.234981 1.513254 -1.775724 0.1 -0.5 -0.2 -0.047
F 0.688166 1.036820 -2.722679 -0.4 0.9 0.2 0.091
F 0.211088 2.779520 -1.422993 0.0 0.4 -0.8 0.009
```
Forces are in eV/Å.

# 2
This record from the OMol25 dataset describes a cluster of 2 separate species, C30H48Br4ClF3NO9S in total. The level of theory is wB97M-V/def2-TZVPD.

Properties
Gap between HOMO and LUMO   7.05 eV
Net charge   +1
F_max   10.5 eV/A
Spin multiplicity   1
HOMO   -10.4 eV

Geometry as XYZ:
```
97
Properties=species:S:1:pos:R:3:forces:R:3:lowdin_charge:R:1
C -2.975974 -4.595713 -2.832985 0.2 -1.3 0.2 -0.117
O -2.683056 -3.155200 -3.096990 1.8 -2.0 1.9 -0.238
C -1.369139 -2.949508 -2.467083 1.4 0.9 -0.4 -0.235
C -0.695036 -1.458467 -2.817532 -0.3 -1.5 -1.4 -0.149
C 0.275952 -1.064600 -1.610920 1.0 -0.3 -1.4 -0.128
C -0.127818 -0.037522 -0.425072 1.4 -1.6 2.1 -0.244
C 1.293916 -0.117711 0.461276 -0.6 -2.3 2.0 -0.036
C 1.346443 -1.632155 1.386014 3.5 -0.4 1.2 -0.145
C 2.951728 -2.118488 1.850841 -5.0 1.4 -0.2 0.001
O 1.816669 -1.506606 2.873685 1.1 -1.5 -5.6 -0.181
C -1.451366 -0.349514 0.453681 -1.1 -2.7 -1.0 -0.191
C -2.892155 -0.481774 -0.339097 -1.5 -0.8 -0.3 -0.103
C -3.676825 -1.892878 0.111294 -1.0 1.3 0.3 -0.148
C -5.331035 -1.718370 -0.035558 0.5 -1.0 -0.3 -0.144
C -5.721403 -1.494258 -1.612696 1.6 -1.4 0.8 -0.198
O -5.870634 -0.047319 -1.849513 -0.8 -1.1 -4.2 -0.164
C -6.062505 0.051343 -3.331483 4.6 -0.6 -3.1 -0.125
O -5.089769 -0.150175 -4.230774 -6.1 1.3 6.2 -0.052
O -1.707127 0.450791 1.619357 2.4 1.5 -2.0 -0.241
C -1.288248 1.855506 1.626677 -2.9 -1.2 -0.6 -0.363
C -2.685466 2.594051 2.082092 -1.5 0.2 0.6 -0.495
Br -3.638138 1.243547 3.313560 2.6 1.0 1.3 0.725
C -3.865739 2.868600 1.022534 -1.1 2.1 -1.1 -0.672
C -4.307979 4.483505 1.083036 1.6 0.1 0.5 -0.159
Br -5.629563 1.926955 1.456035 0.0 1.2 -2.1 0.580
S -0.303144 1.868306 3.275089 -1.0 -2.2 10.2 0.780
C 1.425700 2.492789 3.311720 3.3 0.4 -1.2 -0.196
O -0.974520 2.736644 4.410929 1.8 -1.5 -4.9 -0.436
O -0.257095 0.428974 3.931575 0.4 4.4 -4.1 -0.356
C -0.481889 2.410974 0.340387 2.2 2.9 2.1 -0.120
C -0.785111 3.966408 -0.148654 0.6 1.0 -0.7 -0.121
C 0.053936 5.127125 0.719680 -0.1 1.4 -2.8 -0.666
C 1.690280 5.107182 0.366711 -0.5 0.1 1.4 -0.117
Cl -0.358376 5.302610 2.483517 0.4 -0.4 -1.3 0.641
N -0.169339 1.455093 -0.818249 1.2 0.1 -1.8 -0.029
C -0.739419 1.762007 -2.162328 1.4 1.4 -6.5 -0.535
Br -2.660088 2.134299 -2.678490 2.0 -0.6 1.7 0.756
C 0.139884 1.900359 -3.399523 -1.2 -0.4 3.5 -0.562
C 1.749523 1.709959 -3.478740 -0.1 0.3 -1.7 -0.147
Br -0.648512 2.329274 -5.242378 1.2 -0.7 2.6 0.648
H -2.306456 -5.301724 -3.524854 -1.5 1.7 1.3 0.114
H -4.105644 -4.866066 -2.981348 2.2 0.9 0.1 0.109
H -2.689135 -4.897892 -1.722694 -0.6 0.8 -2.1 0.103
H -1.360665 -3.027127 -1.299914 -0.6 -0.1 -1.9 0.105
H -0.584011 -3.759497 -2.854207 -1.7 1.5 0.7 0.145
H -1.499676 -0.697146 -3.174560 1.4 -1.3 1.0 0.098
H -0.018112 -1.677701 -3.777966 -1.4 0.7 2.1 0.137
H 1.283618 -0.634738 -2.091680 -2.2 -0.7 1.1 0.119
H 0.633685 -2.126850 -1.187726 -0.8 2.6 -0.3 0.149
H 2.248848 -0.109587 -0.213559 -2.0 0.1 1.1 0.129
H 1.387139 0.640036 1.312677 -0.2 -0.9 -1.4 0.076
H 0.545451 -2.545810 1.066283 2.3 2.8 1.3 0.166
H 3.018460 -3.286939 1.866250 0.3 2.7 0.3 0.116
H 3.826220 -1.369539 1.617740 -1.9 -1.9 0.7 0.114
H -1.324630 -1.471507 0.865159 0.1 2.7 -0.8 0.165
H -2.856854 -0.511086 -1.490386 0.3 0.2 1.8 0.068
H -3.675086 0.358042 -0.054532 2.0 -1.5 -0.4 0.087
H -3.452746 -2.024701 1.250500 -0.3 -0.2 -2.1 0.124
H -3.399260 -2.804300 -0.564223 -0.2 1.7 1.5 0.091
H -5.774068 -0.909998 0.685510 1.0 -1.4 -1.6 0.082
H -5.777402 -2.756847 0.293147 0.8 2.0 -0.6 0.122
H -4.800290 -1.854028 -2.265206 -1.9 0.6 1.3 0.120
H -6.642528 -2.143780 -1.925967 1.4 1.6 0.6 0.141
H -7.143989 0.336785 -3.684417 2.0 -0.5 0.9 0.169
H -2.566535 3.605843 2.653909 0.3 -2.3 -0.8 0.086
H -3.684509 2.633167 -0.090568 0.0 0.0 2.0 0.024
H -4.796320 4.857284 0.087508 0.7 -0.9 2.1 0.095
H -3.284156 5.082690 1.217344 -2.1 -1.1 -0.3 0.067
H -4.939413 4.725130 2.053242 1.2 -0.7 -2.2 0.101
H 2.198812 1.611785 3.086492 -2.0 1.6 0.5 0.094
H 1.720645 2.902030 4.372907 -1.4 -0.9 -2.0 0.119
H 1.704670 3.353210 2.544566 -1.0 -1.7 1.6 0.040
H 0.607850 2.608637 0.814175 -2.3 -0.7 -1.1 0.128
H -0.309303 4.213271 -1.221024 -1.0 -1.2 2.2 0.142
H -1.906366 4.238813 -0.278504 2.0 -0.7 0.6 0.096
H -0.306776 6.142349 0.197245 0.5 -2.3 1.4 0.123
H 1.975255 6.038454 -0.315294 -0.7 -2.3 1.4 0.108
H 1.939743 4.076375 -0.128561 -0.1 2.0 0.8 0.067
H 2.266327 5.232061 1.404983 -1.1 -0.4 -2.5 0.090
H 0.871582 1.633776 -0.987160 -1.5 -0.1 0.0 0.155
H 2.170604 2.468443 -4.300713 -1.1 -1.6 1.9 0.101
H 1.967233 0.635584 -3.952631 -0.4 2.3 1.4 0.113
H 2.365156 1.933104 -2.515154 -1.3 -0.7 -1.5 0.084
C 7.537896 -5.434919 2.858208 -0.1 -0.1 -0.3 -0.062
C 7.841907 -3.967698 3.098180 -0.3 -0.5 0.8 -0.208
O 8.337881 -3.351918 1.899363 -1.0 1.0 -1.8 0.017
C 7.391574 -2.961729 0.985811 -1.3 -1.3 2.6 -0.321
O 6.184239 -3.115059 1.143689 2.5 0.6 -0.9 0.120
C 8.051871 -2.281410 -0.212610 1.3 0.9 -2.2 -0.470
F 9.145731 -2.958543 -0.667213 -1.2 0.4 0.8 0.147
F 8.482428 -1.021729 0.085261 -0.6 -1.1 0.2 0.143
F 7.215724 -2.155027 -1.281571 0.4 -0.3 1.3 0.136
H 8.415639 -5.948865 2.453589 0.0 0.1 0.2 0.087
H 7.238284 -5.925159 3.788770 0.1 0.1 -0.1 0.086
H 6.733269 -5.557483 2.126938 0.0 0.1 0.2 0.075
H 8.631311 -3.876542 3.851640 0.0 0.2 -0.4 0.130
H 6.967313 -3.429972 3.481532 0.1 0.0 -0.3 0.125
```
Forces are in eV/Å.